Below is a cluster of 2 separate species, C5H6Cl2 in total in a non-equilibrium geometry, with properties calculated with the ωB97M-V functional and the def2-TZVPD basis.

```
13
Properties=species:S:1:pos:R:3:forces:R:3:mulliken_charge:R:1
Cl -2.43127 -1.87124 0.57048 1.7012 1.2660 -0.4285 -0.37
Cl -2.87358 1.18788 -0.72323 -0.0179 0.1575 0.2564 -0.12
C -0.90470 0.65177 1.39411 0.4460 -0.6951 1.8517 -0.60
C 0.51554 -0.88013 -0.18753 -0.8050 -0.9577 -2.1623 -0.30
C -0.60487 -0.17423 0.25710 -1.7528 -0.9765 0.3896 0.18
C 0.74782 -0.90695 -1.51282 -1.2056 2.9564 1.0651 -0.70
C -1.28666 1.08795 -0.02406 1.4409 1.9708 -0.2451 0.09
H 0.25619 -0.16770 -2.18746 -0.0037 -1.0297 0.5549 0.24
H -0.02283 0.99758 1.99460 -0.8331 0.4580 -1.0040 0.26
H -1.54068 0.06595 2.06363 -0.5543 0.8481 -0.2629 0.28
H 1.64746 -1.26019 -1.82626 2.2116 -1.6436 -1.2632 0.38
H 0.99044 -1.54288 0.48670 0.6930 -0.3478 0.6342 0.36
H -0.60215 1.96256 -0.41223 -1.3203 -2.0066 0.6142 0.30
```
Positions in Å, forces in eV/Å.

Results
2S+1: 1
Electronic energy in Ha: -1114.3521
HOMO-LUMO gap in eV: 7.9
Maximum force in eV/A: 3.37

Below is a structure of composition C5H6Cl2EuN2O4V in a non-equilibrium geometry, with properties calculated with the ωB97M-V functional and the def2-TZVPD basis.

```
21
Properties=species:S:1:pos:R:3:forces:R:3:mulliken_spin:R:1
Eu 4.44680 1.93490 -4.29112 -8.4697 -1.7776 2.4364 6.22
V 0.43598 -0.83033 1.53080 -2.4433 3.7362 -1.6099 2.08
Cl 1.24125 0.88372 2.78763 -0.8618 -2.0351 -1.4394 -0.06
Cl 2.47302 1.43971 -5.39972 -0.8001 -0.2517 -0.7491 -0.19
O 0.80033 -2.86150 3.68717 -0.1993 0.2587 -0.3221 0.07
O 7.42545 2.54174 -3.05890 -5.7464 -1.0966 -2.8131 0.01
O -1.51322 -1.13424 1.37383 2.8559 0.6195 0.4062 -0.03
O 5.96551 2.36788 -7.24493 -3.1131 -0.8274 6.6468 0.01
N -2.15245 0.96701 2.09772 0.0571 -1.8752 -0.7044 0.00
N -3.73989 -0.73492 1.73074 2.2539 -0.1343 -0.2044 -0.01
C -4.13587 -2.11971 1.41988 -0.3865 -0.1322 -0.0457 0.00
C 5.47106 2.23454 -6.18719 5.5711 1.5506 -11.4008 -0.01
C 6.39171 2.34354 -3.56210 12.9801 2.6487 5.3968 -0.04
C 0.64582 -2.12559 2.86596 0.8279 -3.0700 3.3817 -0.06
C -2.47939 -0.30914 1.73027 -1.3689 1.3984 0.5188 0.00
H -4.84412 -2.09870 0.59126 0.0503 -0.0360 0.0693 0.00
H -4.46227 -0.09072 2.01065 -0.1920 0.1660 0.0516 0.00
H -4.61886 -2.54542 2.29775 -0.0293 0.0049 -0.0266 0.00
H -2.88528 1.58296 2.38482 -0.1620 0.5485 0.2115 0.00
H -3.27984 -2.73544 1.15014 -0.0326 0.2620 0.0366 0.00
H -1.18574 1.28971 2.08533 -0.7913 0.0426 0.1598 0.00
```
Positions in Å, forces in eV/Å.

Results
2S+1: 9
Electronic energy in Ha: -3177.5674
HOMO-LUMO gap (spin up / spin down) in eV: 4.9 / 5.8
Maximum force in eV/A: 14.30
Charge: +4

Below is an isolated molecule of C5H6Cl2N4O2 in a non-equilibrium geometry, with properties calculated with the ωB97M-V functional and the def2-TZVPD basis.

```
19
Properties=species:S:1:pos:R:3:forces:R:3:mulliken_charge:R:1
Cl -1.64718 -1.34463 3.33163 -0.8823 -0.6354 1.2089 -0.23
Cl 0.66695 0.23284 4.43136 0.5947 0.1887 -0.0462 -0.18
O -0.21543 1.76612 0.79415 0.6338 0.3094 -1.0508 -0.50
O 1.53134 0.98813 -0.23222 -0.5448 -0.1004 -0.5208 -0.74
N 2.24180 0.54762 2.36524 3.2774 -0.2935 0.4740 -0.37
N 0.16175 -0.25184 1.80166 3.7447 -0.2351 2.6018 -0.51
N 0.31961 1.06126 -0.05847 -0.3147 2.2614 -0.3371 1.05
N -0.24807 0.49615 -2.34041 1.5923 3.3393 0.7269 -0.56
C -1.08504 -0.62709 1.87881 -2.1398 -1.0376 -0.2503 0.67
C 1.03155 0.09404 2.73788 -1.9179 -0.4558 -3.1171 0.58
C -0.60062 0.43540 -0.97990 -1.3276 -1.5648 -0.4827 0.35
C -1.67904 -0.24678 -0.50570 0.7521 -0.7404 0.2386 -0.36
C -1.96699 -0.68152 0.84744 -1.2676 1.1444 0.0681 -0.77
H -0.96557 0.14243 -2.91998 -0.8012 -0.4172 -0.5461 0.26
H -0.06869 1.54065 -2.59402 -0.3069 -2.5234 0.2833 0.27
H -3.08023 -0.86695 1.02900 1.9997 -0.2520 -0.0059 0.26
H 2.66630 0.58401 1.36211 -2.0510 -0.3095 2.3204 0.28
H -2.32153 -0.83660 -1.18096 0.3841 0.9940 -0.3280 0.26
H 2.98405 0.49070 3.11617 -1.4249 0.3280 -1.2371 0.23
```
Positions in Å, forces in eV/Å.

Results
2S+1: 1
SMILES: N/C(=C/C=C(Cl)\N=C(\N)Cl)[N+](=O)[O-]
Electronic energy in Ha: -1483.8458
HOMO-LUMO gap (spin up / spin down) in eV: 7.4 / 7.4
Maximum force in eV/A: 4.57

Below is the ion C5H6Cl3F3N4 with charge +2 in a non-equilibrium geometry, with properties calculated with the ωB97M-V functional and the def2-TZVPD basis.

```
21
Properties=species:S:1:pos:R:3:forces:R:3:mulliken_charge:R:1
Cl 1.16790 2.41021 0.57186 0.9927 0.4185 0.5036 -0.03
Cl 3.40822 0.54598 1.20571 -0.4225 0.1243 -0.3677 0.00
Cl 2.49746 1.04366 -1.63975 0.6464 0.4245 1.1875 -0.08
F 1.95730 -1.67842 -1.37484 0.5778 -0.4221 -0.4088 -0.20
F 1.79870 -2.25820 0.68700 0.1386 -0.9813 0.7881 -0.21
F 0.03590 -2.27922 -0.67080 0.3280 -0.2531 0.8371 -0.27
N -0.13165 0.37841 -0.76512 -1.4963 -0.4418 -0.2819 0.08
N -2.28187 0.84865 -1.52285 -0.1059 -0.1780 2.0175 -0.33
N -1.92588 0.02347 0.63669 1.1972 0.0608 -1.6138 0.03
N 0.17659 -0.31915 1.50578 2.3753 -0.4835 -3.8268 0.00
C -1.44207 0.44204 -0.56266 0.2262 0.6195 -2.8439 0.48
C 1.20264 -1.69748 -0.31541 -1.0428 2.4400 -0.9985 1.08
C 0.82019 -0.17797 0.11322 1.7481 -0.5706 2.2398 -1.10
C 2.10637 0.96060 0.15776 -2.5610 -1.3168 -1.4517 0.81
C -1.10306 -0.34822 1.55854 1.8131 0.3286 5.4859 -0.08
H -3.21968 1.15854 -1.31675 -0.4324 -0.5038 0.5729 0.29
H -2.00461 1.37577 -2.30717 1.2468 0.3193 -1.2654 0.26
H -2.84603 0.11077 0.89635 -2.8894 0.2766 0.3569 0.23
H 0.84909 -0.74650 2.16255 -0.9102 0.4434 0.3185 0.37
H 0.31408 0.60638 -1.65413 -0.3970 0.3351 -0.2899 0.25
H -1.37961 -0.39931 2.63403 -1.0328 -0.6396 -0.9596 0.42
```
Positions in Å, forces in eV/Å.

Results
2S+1: 1
SMILES: [NH2+]=C1N[C@@](C(F)(F)F)(C(Cl)(Cl)Cl)NC=[NH+]1
Electronic energy in Ha: -2092.6694
HOMO-LUMO gap in eV: 9.2
Maximum force in eV/A: 5.79
Charge: +2